[1]
Entry from the OMol25 dataset: an isolated molecule of C4H6O2 (ωB97M-V/def2-TZVPD).

```
12
Properties=species:S:1:pos:R:3
O 0.937 -0.827 1.162
C 0.726 -0.469 -0.480
C -0.608 -0.849 -0.641
C -0.259 0.634 -0.631
C -0.754 1.465 0.502
O -1.014 2.642 0.414
H 1.467 -1.642 1.227
H 1.705 -0.584 -0.935
H -1.048 -1.379 -1.475
H -0.081 -1.116 0.957
H -0.146 1.218 -1.546
H -0.925 0.908 1.447
```

Computed properties:
HOMO energy = -8.67 eV
2S+1 = 1
Gap between HOMO and LUMO = 9.06 eV
Relative energy (zero: lowest compared OMol25 entry of this formula, charge and spin) = 5.177 eV
E = -8335.2846 eV


[2]
Entry from the OMol25 dataset: an isolated molecule of C6H6O in a non-equilibrium geometry (ωB97M-V/def2-TZVPD).

```
13
Properties=species:S:1:pos:R:3
C 2.056 -0.204 -1.132
C 0.911 -0.570 -1.172
C -0.521 -0.638 -0.998
C -0.863 0.563 0.011
O -0.145 1.758 -0.152
C -0.736 0.087 1.404
C -0.489 -0.377 2.489
H 3.088 0.046 -1.140
H -1.046 -0.557 -1.968
H -0.869 -1.579 -0.552
H -1.866 0.726 -0.343
H 0.773 1.580 0.117
H -0.293 -0.836 3.436
```

Computed properties:
HOMO energy = -9.99 eV
SMILES = C#CC[C@H](O)C#C
2S+1 = 1
Gap between HOMO and LUMO = 10.95 eV
Relative energy (zero: lowest compared OMol25 entry of this formula, charge and spin) = 4.172 eV
E = -8362.3336 eV


[3]
Entry from the OMol25 dataset: a structure of composition C34H38MnN6O6P2 in a non-equilibrium geometry (ωB97M-V/def2-TZVPD).

```
87
Properties=species:S:1:pos:R:3
Mn -0.048 -2.754 3.844
C -1.059 2.046 2.864
C -1.433 1.234 1.883
C -0.847 1.106 0.517
C 0.365 0.168 0.315
C 1.576 0.450 1.149
C 1.768 1.502 1.943
C 1.113 2.840 1.802
C -0.016 3.115 2.821
C 1.865 -2.029 4.225
H -1.538 1.948 3.837
H -2.254 0.528 2.073
H -0.616 2.080 0.074
H -1.672 0.663 -0.061
H 0.012 -0.871 0.458
H 0.661 0.221 -0.750
H 2.306 -0.369 1.125
H 2.539 1.464 2.715
H 0.748 3.004 0.785
H 1.886 3.604 1.976
H 0.412 3.209 3.832
H -0.469 4.099 2.599
H 1.639 -0.981 4.481
H 2.283 -2.193 3.219
H 2.370 -2.606 5.029
P 1.620 -1.187 -4.061
P -1.708 -0.699 -3.720
N 3.027 -0.137 -4.215
N 2.270 -2.433 -5.199
N -1.900 1.063 -3.731
N -3.351 -1.018 -4.292
C 0.596 -0.272 -5.339
C -0.867 -0.759 -5.388
C 3.597 0.489 -3.095
C 4.604 1.344 -3.519
C 4.665 1.257 -4.950
C 3.676 0.367 -5.347
C 2.435 -3.768 -4.804
C 2.877 -4.513 -5.888
C 2.999 -3.619 -6.996
C 2.603 -2.364 -6.554
C -1.672 1.771 -2.547
C -1.737 3.141 -2.793
C -1.998 3.292 -4.198
C -2.059 2.009 -4.745
C -4.169 -0.308 -5.184
C -5.210 -1.137 -5.604
C -5.035 -2.404 -4.943
C -3.901 -2.305 -4.149
H 1.035 -0.370 -6.347
H 0.649 0.796 -5.062
H -1.426 -0.167 -6.134
H -0.902 -1.818 -5.701
H 3.219 0.264 -2.109
H 5.230 1.970 -2.892
H 5.353 1.773 -5.612
H 3.388 0.072 -6.344
H 2.213 -4.059 -3.786
H 3.087 -5.578 -5.900
H 3.343 -3.851 -7.998
H 2.510 -1.442 -7.113
H -1.492 1.230 -1.650
H -1.612 3.928 -2.057
H -2.132 4.224 -4.734
H -2.213 1.708 -5.768
H -3.971 0.715 -5.438
H -5.985 -0.872 -6.303
H -5.665 -3.272 -5.056
H -3.427 -3.017 -3.497
O -0.822 -2.121 5.673
C -0.819 -0.857 5.936
O -0.763 0.051 5.083
C -0.879 -0.461 7.419
C -1.141 0.862 7.827
C -1.103 1.224 9.193
C -0.759 0.298 10.177
C -0.501 -1.011 9.769
C -0.591 -1.400 8.413
N -0.055 -1.977 10.737
O 0.071 -1.620 11.927
O 0.195 -3.135 10.343
N -1.418 2.577 9.577
O -1.735 3.391 8.686
O -1.360 2.883 10.787
H -1.370 1.629 7.095
H -0.701 0.581 11.223
H -0.404 -2.435 8.144
```

Computed properties:
HOMO energy (spin up / spin down) = -8.48 / -8.48 eV
2S+1 = 6
Gap between HOMO and LUMO (spin up / spin down) = 6.73 / 6.46 eV
Relative energy (zero: lowest compared OMol25 entry of this formula, charge and spin) = 0.000 eV
E = -106988.6759 eV


[4]
Entry from the OMol25 dataset: an isolated molecule of C23H30N2O7S in a non-equilibrium geometry (ωB97M-V/def2-TZVPD).

```
63
Properties=species:S:1:pos:R:3
C 1.202 -5.858 0.860
O 1.549 -4.495 0.830
C 0.725 -3.630 0.181
C -0.455 -3.978 -0.461
C -1.227 -3.008 -1.085
C -0.844 -1.678 -1.084
O -1.562 -0.654 -1.645
C -2.804 -0.957 -2.232
C 0.365 -1.327 -0.452
N 0.788 0.015 -0.378
C 0.945 0.802 -1.585
C 2.455 0.954 -1.848
O 2.995 0.553 -2.858
N 3.068 1.565 -0.826
C 4.499 1.587 -0.624
C 4.888 2.837 0.163
C 4.509 2.501 1.612
C 4.524 0.961 1.712
C 4.923 0.455 0.320
S 0.388 0.767 1.051
O 0.943 0.006 2.127
O 0.798 2.143 0.927
C -1.387 0.659 1.094
C -1.989 -0.479 1.586
C -3.358 -0.602 1.459
C -4.131 0.378 0.834
O -5.451 0.071 0.763
C -6.415 1.016 0.346
C -3.496 1.535 0.328
O -4.259 2.479 -0.300
C -3.625 3.635 -0.797
C -2.120 1.651 0.474
C 1.124 -2.293 0.174
H 0.246 -6.020 1.370
H 1.995 -6.351 1.420
H 1.154 -6.284 -0.147
H -0.800 -4.999 -0.485
H -2.144 -3.313 -1.562
H -3.207 -0.005 -2.573
H -3.493 -1.400 -1.506
H -2.691 -1.628 -3.090
H 0.470 0.311 -2.434
H 0.500 1.788 -1.431
H 2.501 1.833 -0.031
H 4.970 1.515 -1.607
H 4.376 3.724 -0.205
H 5.963 2.995 0.073
H 5.205 2.958 2.315
H 3.513 2.880 1.841
H 5.224 0.614 2.471
H 3.533 0.593 1.980
H 4.439 -0.485 0.061
H 6.003 0.320 0.252
H -1.389 -1.236 2.063
H -3.875 -1.472 1.832
H -7.375 0.524 0.501
H -6.372 1.926 0.946
H -6.303 1.271 -0.709
H -3.141 4.204 0.001
H -4.423 4.234 -1.235
H -2.890 3.390 -1.569
H -1.585 2.513 0.113
H 2.030 -2.009 0.682
```

Computed properties:
HOMO energy = -8.18 eV
SMILES = COc1ccc(OC)c(N(CC(=O)NC2CCCC2)S(=O)(=O)c2ccc(OC)c(OC)c2)c1
2S+1 = 1
Gap between HOMO and LUMO = 8.65 eV
Relative energy (zero: lowest compared OMol25 entry of this formula, charge and spin) = 0.375 eV
E = -52484.4080 eV